[1]
C5H6O | wB97M-V/def2-TZVPD

Last column: Mulliken charge in e.
Cartesian coordinates (Å):
C: 1.492 -0.758 0.692  -0.852
C: 0.622 0.368 0.236  0.538
O: 0.316 1.098 1.147  -0.505
C: -0.144 0.784 -0.991  -0.442
C: -1.398 0.216 -0.804  -0.134
C: -2.095 -0.446 -0.062  -0.493
H: 2.145 -0.386 1.504  0.295
H: 1.984 -1.086 -0.192  0.336
H: 0.876 -1.519 1.174  0.228
H: 0.445 0.803 -1.865  0.412
H: -1.240 1.760 -1.089  0.222
H: -3.002 -0.835 0.250  0.394

Cartesian forces (eV/Å) of the 3 atoms listed first:
-0.01 -0.11 -0.69
-1.17 2.92 2.70
0.10 1.18 1.74

Highest occupied orbital energy, eV: -8.749
LUMO level, eV: 0.29
Total charge: 0
HOMO-LUMO gap, eV: 9.038



[2]
C5H6O | wB97M-V/def2-TZVPD

Last column: Mulliken charge in e.
Cartesian coordinates (Å):
C: 2.023 -0.487 0.339  -0.477
C: 0.519 -0.557 0.205  0.631
C: -0.666 -0.416 0.035  -0.046
C: -2.050 -0.597 -0.301  -0.652
C: -3.016 0.778 0.153  -0.567
H: 2.062 1.796 -0.099  0.326
H: 2.287 -0.577 1.646  0.244
H: 2.665 -1.597 -0.280  0.265
H: -2.308 -1.974 -1.000  0.274
H: -2.841 2.228 0.871  0.247
H: -4.043 0.656 -0.260  0.287
O: 2.665 0.892 -0.433  -0.531

Cartesian forces (eV/Å) of the 3 atoms listed first:
1.56 -0.80 0.46
2.94 0.68 -0.12
-1.37 -1.31 -0.54

Highest occupied orbital energy, eV: -8.388
LUMO level, eV: -0.62
Total charge: 0
HOMO-LUMO gap, eV: 7.772



[3]
C5H6O | wB97M-V/def2-TZVPD

Last column: Mulliken charge in e.
Cartesian coordinates (Å):
C: -0.800 0.054 1.295  -1.277
C: 0.170 -0.171 0.133  1.374
C: 1.520 0.422 0.004  -0.538
O: 1.342 -0.881 0.525  -0.465
C: -0.465 -0.464 -1.150  -0.947
C: -1.028 -0.444 -2.215  -0.064
H: -1.830 -0.139 0.980  0.353
H: -0.752 1.057 1.724  0.312
H: -0.555 -0.663 2.085  0.318
H: 1.830 1.231 0.663  0.223
H: 2.019 0.413 -0.967  0.289
H: -1.506 -0.417 -3.170  0.423

Cartesian forces (eV/Å) of the 3 atoms listed first:
0.03 0.05 -0.05
-0.22 0.08 -0.06
0.07 0.27 -0.01

Highest occupied orbital energy, eV: -9.909
LUMO level, eV: 1.02
Total charge: 0
HOMO-LUMO gap, eV: 10.933



[4]
C5H6O | wB97M-V/def2-TZVPD

Last column: Mulliken charge in e.
Cartesian coordinates (Å):
O: -2.265 -0.998 -0.486  -0.482
C: -1.826 -0.517 0.530  0.044
C: -0.619 0.371 0.610  -0.677
C: 0.183 0.462 -0.702  -0.336
C: 1.574 0.169 -0.351  -0.492
C: 2.571 -0.241 0.187  -0.011
H: -2.296 -0.723 1.515  0.340
H: 0.020 -0.029 1.406  0.337
H: -0.948 1.353 0.973  0.321
H: -0.178 -0.297 -1.406  0.277
H: 0.044 1.431 -1.193  0.299
H: 3.445 -0.609 0.674  0.379

Cartesian forces (eV/Å) of the 3 atoms listed first:
0.13 0.15 0.44
-0.18 -0.11 -0.25
-0.09 0.00 0.00

Highest occupied orbital energy, eV: -9.854
LUMO level, eV: 0.94
Total charge: 0
HOMO-LUMO gap, eV: 10.791